Record 1
Below is C39H56IMnN4O2S2Se as an isolated structure, with properties calculated with ωB97M-V/def2-TZVPD.

Geometry as XYZ:
```
106
Properties=species:S:1:pos:R:3:forces:R:3:mulliken_charge:R:1
H -5.034458 2.111098 -0.726852 0.00 0.00 0.00 0.326
H -4.764064 5.805159 -1.280686 0.00 0.00 0.00 0.463
C -3.862219 3.937053 -0.628933 0.00 0.00 -0.01 2.281
H 5.008319 -3.905824 -0.101711 0.01 0.01 -0.01 0.377
H -3.562071 -3.380872 -0.704301 0.00 0.00 0.00 0.469
H -4.791843 2.877103 -2.296734 0.00 0.00 0.00 0.315
C -0.583413 2.116426 0.134996 0.01 0.01 -0.01 0.532
C -2.670265 0.495278 6.369294 0.00 0.00 0.00 -1.783
C -2.882196 -2.842969 1.283620 0.00 0.00 0.01 2.329
H 6.408612 -3.630900 -2.226213 0.00 -0.01 0.00 0.479
S 1.023555 -2.490968 -1.970984 0.00 -0.01 -0.02 -0.367
H -5.943051 3.575601 -1.149741 0.00 0.00 0.00 0.471
C -3.283825 -2.477085 -0.153664 -0.01 0.01 -0.02 -1.593
N 3.574093 1.488198 -0.386426 -0.07 0.07 0.00 -0.308
H -4.965684 -2.926859 1.945946 0.00 0.00 0.00 0.398
C -1.759147 2.823613 0.320010 -0.01 -0.02 -0.01 -0.539
H 0.218463 3.900580 -4.154703 0.00 0.00 0.00 0.395
C -0.097151 1.765560 -1.139492 0.07 -0.01 -0.02 1.056
C 5.384325 -3.270977 -2.130411 -0.02 0.03 0.01 0.476
C -4.754661 -0.541560 5.514785 0.00 -0.01 0.00 -2.237
C 0.886647 1.262010 -3.965230 -0.01 0.00 -0.01 -2.109
H -4.310635 -4.449030 1.336974 0.00 0.01 0.00 0.481
C -3.162734 -1.170403 3.191255 -0.01 -0.01 -0.03 0.630
H -1.994737 -4.736975 0.711260 0.00 0.00 0.00 0.469
C -4.217830 4.204760 0.834208 0.00 -0.01 0.00 -2.296
H 4.721099 -5.163331 -1.315388 0.01 0.00 0.01 0.305
H -3.027527 5.919134 -0.938422 0.00 0.00 0.00 0.360
H -4.380420 -1.544999 5.727661 0.00 0.00 0.00 0.388
C 2.617081 -3.098406 -2.117151 0.00 0.02 -0.07 0.202
H -1.434097 -4.123759 2.276237 -0.01 0.00 0.01 0.299
C -0.848500 2.192544 -2.262934 -0.02 0.06 0.01 -0.494
H 5.148859 0.266719 0.926776 0.00 -0.01 0.01 0.217
H 1.029768 1.162223 -5.047016 0.00 0.01 0.00 0.512
H 2.763535 -3.606028 -0.210615 -0.02 -0.01 0.00 0.054
C 4.671149 -3.325664 -3.468278 -0.03 -0.01 -0.02 -1.010
C 7.502198 -0.202488 -1.319437 -0.04 0.01 0.02 0.210
H 9.675882 -2.763898 -0.843265 0.00 0.00 0.00 0.383
C -3.617632 0.418647 5.164055 0.00 0.01 -0.01 2.189
H -2.075698 3.030317 1.333896 -0.01 0.00 0.00 0.517
C 6.865657 -1.525012 0.590015 0.01 0.00 0.00 -0.293
H 4.766693 -4.313756 -3.930009 0.01 0.00 0.01 0.326
H -3.854935 -3.882740 2.945146 0.00 0.00 0.01 0.398
H -4.300925 3.275853 1.402096 0.00 0.00 0.00 0.460
C -1.543527 0.921179 -4.293685 0.01 0.00 0.00 -1.640
H -0.280454 2.986995 -5.586284 0.00 0.00 0.00 0.484
C -4.975223 3.073268 -1.239078 -0.01 0.00 0.00 -1.658
H -2.231161 -0.483347 6.572811 0.00 0.00 0.00 0.384
C 8.585937 -1.040462 -1.524803 0.01 -0.02 0.00 -0.654
Se 0.349888 1.468952 1.693583 -0.01 0.08 -0.06 0.047
H -5.179626 4.720752 0.888986 0.00 0.00 0.00 0.461
H -1.477872 1.639088 3.979476 0.00 0.00 0.00 0.451
H 1.694098 1.876370 -3.569454 0.00 0.00 0.00 0.405
N 5.520594 0.382397 -0.009028 -0.04 -0.03 0.02 -0.289
C 8.823510 -2.116913 -0.678415 0.00 0.00 0.00 -0.489
S 4.535675 0.311886 -2.531908 0.08 0.07 -0.14 -0.354
H 9.258913 -0.845981 -2.350870 -0.01 0.01 0.00 0.377
O 1.007781 1.044340 -1.256969 -0.06 0.02 0.02 -0.666
C -2.032583 2.883325 -2.028485 0.03 -0.02 -0.02 -0.464
Mn 1.093149 -0.659790 -0.161257 0.04 -0.18 0.23 0.653
H -5.275826 -0.181070 6.405185 0.00 0.00 0.00 0.445
N 3.217563 -3.720716 -1.108049 0.03 0.06 0.03 -0.058
H -3.585361 5.149014 -2.424076 0.00 0.00 0.00 0.314
H 5.095625 -2.587312 -4.148274 0.00 -0.01 0.00 0.408
H 2.688532 1.568402 -0.901968 0.05 -0.04 0.05 -0.097
H -3.455804 2.544252 4.691996 0.00 0.00 0.00 0.317
C 4.551679 0.748122 -0.917398 0.07 -0.09 0.03 0.306
H -2.463982 -1.987407 -0.673813 0.00 0.00 0.00 0.155
H -1.853181 1.194483 6.187176 0.00 0.00 0.00 0.308
H -3.992794 -1.774236 3.525138 -0.02 -0.01 0.01 0.636
H -4.914449 1.774890 4.067699 0.00 0.00 0.00 0.342
H -1.496295 3.687730 -4.517754 0.01 -0.01 0.00 0.302
H 2.805393 -2.393082 -3.949131 0.00 -0.01 -0.01 0.267
H -0.835228 -3.398440 0.776336 -0.02 0.00 0.00 0.136
H -2.550828 1.338088 -4.233474 0.00 0.00 0.00 0.315
H 0.976927 0.278543 -3.510794 0.00 0.00 0.00 0.238
H 8.138434 -3.179251 1.057419 0.00 0.00 0.00 0.374
C -3.806351 5.282950 -1.363920 0.00 0.00 0.00 -1.757
H -1.531351 -0.016404 -3.734191 0.00 0.00 0.00 0.212
H -4.779501 2.148292 5.796779 0.00 0.00 0.00 0.462
H 5.417524 -2.230685 -1.809402 0.02 0.01 0.02 -0.534
C -1.387219 -0.799320 1.589924 0.00 0.00 0.00 1.276
C -1.067419 0.357402 2.337046 0.01 -0.02 -0.02 -1.463
C -2.524854 3.211399 -0.767223 -0.01 0.03 0.04 -0.530
H -5.483615 -0.613146 4.705013 0.00 0.00 0.00 0.380
H -3.208671 0.827026 7.262226 0.00 0.00 0.00 0.461
C -2.842782 -0.028344 3.924560 0.01 0.01 0.01 -0.746
C -2.481103 -1.579750 2.050750 0.00 0.00 0.02 -0.995
C -4.227474 1.806215 4.916070 0.00 0.00 0.00 -1.683
N 3.258429 -3.002228 -3.288221 0.01 0.05 0.05 -0.092
H 6.168449 -1.722629 1.396271 0.00 0.01 0.00 0.318
O -0.723043 -1.127624 0.516967 -0.04 0.00 0.00 -0.396
C -0.492273 1.890579 -3.730487 0.00 -0.02 0.01 2.446
I 3.022071 -1.636250 1.721971 -0.06 0.05 -0.06 -0.678
H -4.144098 -1.802156 -0.147652 0.00 -0.01 0.00 0.273
C -1.773616 0.730435 3.466511 0.01 0.00 0.00 0.078
H -3.469097 4.834979 1.318688 0.00 0.00 0.00 0.367
H -1.326648 0.697224 -5.342461 0.00 0.00 0.00 0.471
C 4.627509 -4.092884 -1.106160 -0.02 -0.04 0.00 -0.730
C 7.964165 -2.347519 0.385670 -0.01 0.00 0.00 -0.640
H 3.512868 1.575693 0.618354 -0.01 0.00 -0.02 0.266
C -1.707915 -3.833644 1.258566 0.03 -0.03 0.00 -1.544
H -2.622924 3.172100 -2.891122 0.00 0.00 0.00 0.265
C 6.626094 -0.454159 -0.267047 0.00 0.01 -0.03 -0.084
H 7.313835 0.636727 -1.972123 0.02 -0.01 -0.01 0.427
C -0.522298 3.197284 -4.540871 -0.01 0.00 -0.02 -1.855
C -4.074459 -3.558966 1.925008 0.01 0.02 0.00 -2.468
```
Forces are in eV/Å.

Results
calculated total energy	-6536.028170	Eh
molar mass	937.839	g mol⁻¹
energy above the lowest of the compared OMol25 structures with the same formula, charge and spin	0.0	kcal/mol
⟨S²⟩	8.756
total charge	-1
spin multiplicity	6


Record 2
Below is an isolated ion of composition C6H16N and charge +1 in a non-equilibrium geometry, with properties calculated with ωB97M-V/def2-TZVPD.

Geometry as XYZ:
```
23
Properties=species:S:1:pos:R:3:forces:R:3:mulliken_charge:R:1
H 1.738764 -1.148918 2.279923 0.32 -0.29 -0.56 0.368
H 1.354152 -1.343175 -0.373980 0.17 -0.13 0.15 0.274
H 1.218927 0.399033 2.152425 -0.23 0.51 -0.41 0.343
H -2.521235 1.532991 -0.506918 -0.31 0.05 -0.07 0.348
H -2.610013 0.512633 0.783658 0.03 0.17 -0.12 0.371
C 0.814711 -0.735187 0.358100 -0.35 0.13 -0.49 -0.340
H 3.055633 0.664204 0.183539 0.08 -0.05 -0.09 0.287
H 3.496343 0.813579 1.848478 0.23 -0.10 0.24 0.345
H -1.841655 -1.288440 -0.331071 -0.08 0.05 0.32 0.342
H 0.022654 1.333487 0.219470 -0.72 -0.54 0.32 0.367
C -0.722120 0.140692 -1.500779 -0.45 -0.04 0.20 -0.805
C 3.096879 0.113899 1.124672 -0.36 0.11 -0.21 -1.116
N -2.816513 0.598696 -0.216579 0.32 -0.49 0.54 -0.257
H -0.020630 -1.362833 0.675881 -0.02 0.00 0.27 0.303
C 0.286100 0.470500 -0.417712 0.94 1.28 -0.15 -0.476
C 1.700425 -0.352219 1.523027 -0.02 -0.17 1.16 -0.714
H 1.112936 0.993381 -0.923474 0.09 -0.56 -0.13 0.336
H -3.822798 0.460638 -0.314932 0.01 0.26 -0.15 0.358
H -0.953790 1.007530 -2.131438 0.14 -0.07 -0.01 0.363
H -2.652096 -0.830378 -1.781968 -0.15 0.29 -0.16 0.389
H -0.288189 -0.622575 -2.140540 0.03 -0.06 -0.24 0.337
C -2.026201 -0.443822 -0.984278 0.20 -0.38 -0.40 -0.732
H 3.768511 -0.729913 0.998632 0.15 0.01 -0.01 0.311
```
Forces are in eV/Å.

Results
SMILES	CCCCCC[NH3+]
calculated total energy	-292.709115	Eh
molar mass	102.201	g mol⁻¹
energy above the lowest of the compared OMol25 structures with the same formula, charge and spin	9.5	kcal/mol
total charge	+1


Record 3
Below is C56H40F5LuNO3P2S2 as an isolated structure in a non-equilibrium geometry, with properties calculated with ωB97M-V/def2-TZVPD.

Geometry as XYZ:
```
110
Properties=species:S:1:pos:R:3:forces:R:3:mulliken_charge:R:1
F 13.142506 9.287119 11.994730 -0.96 0.27 -0.45 -0.339
H 13.443840 12.098261 15.065941 0.71 0.15 0.13 0.391
H 13.062931 19.560660 12.889217 -0.41 0.10 -1.41 0.342
C 10.213761 19.550354 7.531686 0.73 0.67 1.56 -1.681
H 16.774359 14.673326 7.234927 0.43 0.12 -0.73 0.399
H 10.600512 15.734460 16.658973 1.01 -0.02 -0.09 0.338
H 17.813725 16.188372 15.911448 -0.57 0.09 0.00 0.449
C 11.251909 18.904471 10.073958 -0.38 -0.89 -0.30 -1.075
O 17.955305 15.568000 9.368977 -0.22 -0.08 0.20 -0.636
C 9.373126 15.332957 8.224970 -0.71 -0.89 0.38 -0.308
H 12.612596 22.957872 9.047644 -0.16 0.19 0.46 0.265
C 11.651473 13.622400 13.570345 -1.40 -0.09 0.52 0.040
O 16.152752 14.595706 10.316648 1.07 0.81 -1.24 -0.510
C 6.389022 19.503106 12.078320 -1.21 0.01 -1.17 -0.455
C 14.509496 17.501660 11.944261 0.80 0.46 -1.76 0.205
C 17.000609 18.778702 12.378613 -1.47 -0.03 -0.39 0.408
C 12.542898 19.728820 11.895480 1.66 -0.07 2.38 -0.087
C 12.255317 10.150133 11.452290 0.11 -0.46 0.59 0.200
F 10.371877 8.803655 12.114163 0.77 1.72 -0.32 -0.308
H 17.346043 10.111785 15.151476 -1.22 1.10 -0.03 0.331
C 11.015038 15.144948 15.831948 -1.19 0.31 0.21 -0.764
C 11.836706 21.334826 10.287325 0.80 0.44 -0.29 0.077
C 7.299294 18.489165 11.910468 2.16 -0.43 0.45 -0.434
H 14.423609 18.545432 10.039701 1.13 -0.15 0.96 0.493
C 17.137830 11.904685 14.001214 2.04 1.24 -2.10 -0.481
H 15.673448 14.902982 15.613947 0.17 -0.56 0.41 0.701
C 8.814578 14.362747 7.369021 -0.66 0.31 0.97 -0.822
C 17.059488 16.477011 15.170497 1.13 1.64 0.51 -1.160
H 18.130096 20.432619 13.215983 -0.23 0.76 0.05 0.315
C 15.294357 17.042077 13.036199 0.80 0.69 0.50 -1.110
C 7.628366 13.671589 7.707261 0.75 -0.43 -1.92 -0.541
C 5.720162 20.012712 10.955110 0.30 1.02 -0.03 -0.542
H 7.847743 18.097763 12.819236 -0.68 0.35 -1.19 0.244
C 11.645182 22.595071 9.414648 0.52 -1.27 0.05 -0.755
H 13.016562 15.876529 15.775788 -0.12 -0.34 -0.37 0.291
C 16.663903 10.978084 14.895695 0.90 -0.83 -0.10 -0.622
F 9.517773 12.803310 9.932055 1.61 -0.08 0.61 0.119
C 10.034837 14.375494 15.213217 0.37 0.05 -0.65 -0.758
C 9.914714 18.313916 8.125245 0.64 0.20 1.80 -0.276
C 16.149265 15.231734 7.895810 -0.59 0.09 1.96 -0.585
C 12.762910 11.252700 10.783566 0.80 0.49 -0.68 0.736
H 7.285273 12.833276 6.975532 0.46 1.59 1.69 0.291
C 17.328412 17.596039 14.363798 0.39 -2.40 0.33 0.016
C 15.891719 15.735823 14.988618 0.76 0.41 -0.72 0.050
H 14.740490 13.738454 7.530453 0.44 -0.46 -0.01 0.338
H 11.095921 23.337401 9.970801 0.13 0.51 0.08 0.357
C 12.436992 21.065211 11.493162 -0.72 1.80 1.03 -1.037
S 12.824074 16.981146 11.645273 0.35 0.36 -0.18 0.613
C 11.331208 20.240004 9.587765 -0.57 -1.94 0.01 1.189
H 14.087158 15.141585 7.448446 0.02 0.75 -0.25 0.283
C 15.062663 13.108566 14.024810 0.19 0.14 -0.97 0.425
H 6.116554 19.832554 13.054628 -0.02 0.30 0.54 0.467
C 7.000901 18.528218 9.488734 0.33 0.73 1.72 -0.131
C 10.819094 22.081988 8.213534 0.84 -1.36 -0.26 -0.888
C 9.984160 11.047450 11.333424 1.03 -1.16 -0.85 0.017
H 12.713151 21.875481 12.231596 -0.08 -1.04 -1.13 0.378
H 14.901458 10.319022 15.838901 -0.36 -0.64 0.83 0.436
H 9.283415 17.604972 7.615668 -0.12 0.13 -0.22 0.686
H 16.694799 19.743851 10.431121 -0.26 -0.75 0.52 0.434
H 10.422886 15.648400 8.080578 -0.88 0.14 -0.06 0.522
Lu 14.162611 14.320161 10.168283 -0.32 -1.29 1.56 1.493
C 12.117541 18.659001 11.177506 -0.35 -1.02 -0.37 -0.720
F 8.658174 10.989787 11.457117 0.49 -0.45 0.29 -0.330
C 15.101484 15.925557 13.880402 -1.10 -0.01 -0.32 -0.396
F 12.277914 13.266373 9.548560 -0.83 -0.86 0.00 -0.302
H 18.162816 11.815956 13.507977 -1.37 -0.08 1.05 0.318
H 5.100043 20.944936 11.061059 0.32 -1.37 -0.14 0.314
H 16.047710 16.299606 7.693521 0.37 -0.24 -0.37 0.295
H 5.421831 19.788708 8.791762 0.37 0.14 0.68 0.358
C 11.837599 12.110955 10.244288 -0.93 1.11 0.07 -0.138
C 12.283924 15.211939 15.304006 0.51 -0.18 -0.72 -0.880
P 14.147950 14.500684 13.264755 0.35 -0.24 0.13 2.278
H 9.263649 14.173714 6.421853 0.57 -0.38 -0.42 0.439
H 6.132857 13.470891 9.162391 -1.10 -0.36 0.36 0.523
O 13.072554 16.133676 10.346133 -1.18 0.96 0.20 -0.369
C 14.524897 12.123034 14.850278 -0.45 0.47 -0.29 -0.432
C 15.091203 18.305163 10.918022 -0.77 0.63 1.42 -0.357
C 10.876932 9.989210 11.633469 -1.02 -0.82 0.93 0.273
H 9.856502 19.677300 6.534158 -0.07 0.63 -0.47 0.504
C 16.832723 15.136342 9.303763 0.66 0.10 0.09 0.587
C 10.298609 17.992222 9.454153 0.97 1.75 -1.60 0.935
C 12.591784 14.453415 14.123904 -0.39 1.09 1.62 0.679
C 16.368919 12.984946 13.539563 0.11 -0.22 0.78 -0.457
C 10.493074 12.059733 10.533581 -1.78 0.32 -0.65 0.080
H 19.503445 18.124393 14.396923 -0.56 0.01 -0.09 0.375
C 18.489757 18.546498 14.302197 -0.38 1.33 0.45 -0.776
C 6.003282 19.491817 9.682890 -0.34 -0.29 -0.46 -0.688
C 16.482397 17.804377 13.292852 -1.01 0.67 -1.78 1.206
C 7.746179 18.113813 10.626990 -0.52 -0.49 -0.30 0.372
C 6.952063 14.052242 8.847696 0.66 0.94 -0.12 -0.660
H 9.480479 13.028895 13.715433 1.24 0.29 -0.15 0.286
C 15.348598 11.111590 15.302644 -0.10 -0.52 -0.28 -0.627
C 8.613627 15.770278 9.341803 -0.36 -0.56 -0.63 0.716
H 18.291783 19.200441 15.196771 0.71 -0.27 -0.79 0.275
H 19.058328 19.337554 12.220457 -0.08 -0.09 0.52 0.364
C 7.349006 15.181791 9.589442 0.70 -1.24 0.08 -0.881
H 9.003463 14.452346 15.534083 0.09 -0.22 0.17 0.428
C 10.351252 13.611946 14.103935 -1.07 -0.71 -0.12 -0.422
C 16.321829 18.999575 11.166036 0.22 -0.21 0.14 -1.312
S 14.464250 11.625227 10.543265 -0.02 0.29 0.18 -0.391
P 9.249286 16.997951 10.521011 -0.48 -0.46 0.54 0.397
H 7.243992 18.208547 8.487203 0.02 -0.17 0.00 0.411
C 18.249291 19.401239 12.967281 0.28 -1.66 0.09 -0.936
N 14.798891 14.649882 7.964939 -0.90 -0.55 -0.34 -0.655
H 11.212682 22.331190 7.223397 -0.21 0.46 0.27 0.411
C 10.792190 20.549544 8.354334 -1.27 0.20 -1.79 0.904
H 16.776847 13.765743 12.863598 -0.16 -0.82 0.37 0.224
H 9.825504 22.421672 8.367895 -1.06 0.41 -0.47 0.310
H 11.933703 12.990219 12.747598 -0.13 -0.15 -0.37 0.084
H 6.741135 15.392390 10.483954 0.50 0.36 -0.52 0.347
```
Forces are in eV/Å.

Results
calculated total energy	-5652.226851	Eh
molar mass	1170.979	g mol⁻¹
energy above the lowest of the compared OMol25 structures with the same formula, charge and spin	50.0	kcal/mol
total charge	+1


Record 4
Below is a 2-piece molecular cluster, C2H9NOS overall in a non-equilibrium geometry, with properties calculated with ωB97M-V/def2-TZVPD.

Geometry as XYZ:
```
14
Properties=species:S:1:pos:R:3:forces:R:3:mulliken_charge:R:1
H 0.665456 1.752767 0.397378 -0.87 -0.14 0.74 0.416
O -0.724524 -5.481542 4.512634 -0.87 -0.13 -1.03 -0.652
H 0.732031 -0.998682 -0.406244 0.21 -0.20 1.44 0.094
H -1.437154 0.594931 -1.120932 1.72 0.50 -0.37 0.298
C -0.353474 0.765536 -1.484339 -1.55 1.17 2.63 -0.478
S 0.470319 -0.801398 -1.655020 0.10 -0.21 -1.57 -0.205
H -1.649880 -5.724974 4.247708 1.40 0.38 0.29 0.327
H -0.428219 1.238184 -2.440803 -0.07 -0.09 -0.77 0.286
C 0.476209 1.876612 -0.649336 2.59 -2.14 -1.69 -0.503
H 1.573902 1.568436 -1.092769 -2.05 0.93 1.13 0.248
H -0.266205 -5.251215 3.676563 -0.53 -0.25 0.74 0.324
H 0.184271 4.196986 -0.923177 0.07 -2.30 1.27 0.235
H 0.655259 3.092909 -1.896079 2.51 0.71 -5.18 0.205
N 0.102012 3.171451 -1.165589 -2.64 1.77 2.37 -0.594
```
Forces are in eV/Å.

Results
SMILES	NCCS.O
calculated total energy	-609.697540	Eh
molar mass	95.167	g mol⁻¹
energy above the lowest of the compared OMol25 structures with the same formula, charge and spin	45.0	kcal/mol